No. 1
19
Properties=species:S:1:pos:R:3 method="wB97M-V/def2-TZVPD" homo_energy_ev=-10.2490 smiles="CNC(=O)O.O.O.O" lumo_ev=0.47 homo_lumo_gap_ha=0.3938
H 1.3931 2.9990 -0.8684
H 0.1993 1.0292 0.8184
H 0.4905 -1.6922 0.4280
O -1.4499 0.5511 -1.2214
H -0.0252 -3.5354 0.4122
O -0.6700 2.5441 -1.8181
H -0.9383 -1.7746 1.3132
H 1.8114 2.5053 0.7422
O 1.0513 -2.4374 0.0960
H 1.7363 -2.1377 -0.5045
H -0.8955 2.2314 -2.6989
C 0.9893 2.8610 0.1255
N 0.0531 1.7393 0.1191
H -1.4542 -0.6356 0.3927
O -0.8066 -0.8354 1.0938
H -0.6419 -4.8420 0.9138
H 0.5987 3.8038 0.5033
O -0.6876 -3.8974 1.0829
C -0.7539 1.5235 -0.9298

***

No. 2
17
Properties=species:S:1:pos:R:3 method="wB97M-V/def2-TZVPD" homo_energy_ev=-3.6338 lumo_ev=3.94 total_charge=-1 homo_lumo_gap_ha=0.2782
H -0.6644 -1.7883 0.3301
O -0.2468 3.2507 0.7471
O -2.2153 0.5896 2.2083
H -0.5658 3.2157 1.6542
O -0.7308 -2.7717 0.4828
S -0.9409 0.3615 -0.7720
H 2.5975 -0.7427 -1.5956
C 1.5712 -0.9675 -1.2871
H 1.5424 -1.5937 -0.4010
C 0.8415 0.3667 -1.0053
H -0.8181 -3.0618 -0.4366
H -0.4081 2.3457 0.3753
H -1.9460 0.4994 1.2685
H -1.6029 -0.0326 2.6266
H 1.1314 0.9519 -1.8942
H 1.1260 -1.4859 -2.1396
H 1.3290 0.8630 -0.1614

***

No. 3
33
Properties=species:S:1:pos:R:3 method="wB97M-V/def2-TZVPD" multiplicity=2 homo_energy_ev="-10.2761 / -10.2264" lumo_ev="-0.79 / -3.95" homo_lumo_gap_ha="0.3487 / 0.2305" s_squared=0.754
S -1.2910 0.6576 2.2600
F -3.5885 0.0842 0.1665
H 2.9112 0.8766 1.3856
F -2.4393 2.9139 1.0230
Ag 1.0184 -0.0296 -0.5237
H 1.9147 1.8181 2.0279
H 1.0691 -1.5532 -2.7283
H 0.2372 2.2171 -2.2676
O 2.0387 1.2518 1.2662
H 2.1672 -2.2582 -1.0831
H 3.1949 -2.5683 0.3776
H 2.9675 -0.8894 -0.1995
F -1.1985 3.2334 2.8221
C -3.1562 -1.0805 -0.2155
S -1.5693 -1.5169 0.8594
O -0.1920 1.5148 -1.7789
H 2.9025 -0.1225 -2.4469
F -4.1564 -1.9959 0.0752
B 2.5478 -1.8819 -0.1461
H -1.1273 1.6995 -1.8649
H 1.7129 -1.7231 0.5187
F -0.3117 2.7377 0.8432
O -2.7307 0.6128 2.6232
O -0.9128 -2.5921 0.0784
H 2.8468 1.3880 -2.5319
F -2.8085 -1.0752 -1.4718
C -1.3212 2.5039 1.6255
O 0.2426 -1.2878 -2.3248
O -1.9359 -2.0107 2.2265
O -0.3699 0.4154 3.4042
N -0.8035 -0.1771 0.7659
H -0.4220 -1.8114 -2.7724
O 2.5631 0.6491 -1.9935

***

No. 4
19
Properties=species:S:1:pos:R:3 method="wB97M-V/def2-TZVPD" homo_energy_ev=-9.2163 smiles="[H]/N=C/NC.O.O.O" lumo_ev=0.77 homo_lumo_gap_ha=0.3671
O -1.8637 1.7873 -0.8012
H 2.1175 1.7689 0.2239
H 0.5134 2.5827 -0.0813
H -1.9271 1.5664 0.1488
O -1.3173 -2.9385 -1.1844
N 0.6809 0.7288 0.9585
H -1.6653 0.3251 2.8314
H 0.2353 1.3120 2.8701
H 0.3135 0.2019 0.1467
H -0.5317 -2.5127 -1.3610
C -0.1374 0.6859 2.0283
H 2.8909 -2.3512 -3.2778
C 1.1870 2.0055 0.6632
H -1.7722 -2.2437 -0.8085
N -1.3489 0.2391 1.8702
H 1.1958 2.6491 1.6168
H -2.7014 2.1247 -0.9928
O 2.7084 -2.0983 -2.4302
H 3.4915 -2.3513 -1.9392

***

No. 5
20
Properties=species:S:1:pos:R:3 method="wB97M-V/def2-TZVPD" homo_energy_ev=-10.2518 smiles="CNC(N)=O.O.O.O" lumo_ev=0.34 homo_lumo_gap_ha=0.3893
C 1.6687 0.4875 1.6185
H 1.2473 2.3370 0.7741
O -1.0040 0.3105 1.6544
H 1.0886 -0.7851 -2.8240
H 1.4588 0.5381 -2.1094
O 1.7438 -0.0836 -2.7847
C -0.5325 1.2336 1.0149
O -1.0333 -2.1554 -2.3164
H -1.4470 -2.4595 -1.4905
H 2.6715 0.8885 1.6978
H 1.6689 -0.4621 1.0915
N -1.3343 2.0658 0.2487
H -1.7359 -1.3409 0.6678
N 0.8152 1.4450 0.9332
H -1.8136 -2.7797 1.1385
H 1.3515 0.2702 2.6429
H -0.3374 -1.6012 -1.9462
O -1.3918 -2.2291 0.4557
H -0.9110 2.7136 -0.3996
H -2.1736 1.6068 -0.0672

***

No. 6
18
Properties=species:S:1:pos:R:3 method="wB97M-V/def2-TZVPD" homo_energy_ev="-9.7527 / -8.8255" lumo_ev="-0.22 / -1.96" homo_lumo_gap_ha="0.3504 / 0.2523"
Si 1.8594 -0.0430 1.5178
H 1.4609 2.4202 -1.4936
H -1.0179 0.8187 1.5096
H 1.7062 -1.4371 1.9205
H -1.1792 -2.1908 -1.1742
H -0.8390 -0.4872 -1.6015
H 0.0308 0.5062 -2.0063
H 3.2112 0.4580 1.8021
C -1.7489 0.1721 1.0147
N -1.0721 -0.8898 0.3809
H -2.3648 -0.2531 1.8165
H -2.3926 0.7645 0.3448
C -1.4521 -1.1724 -0.8966
H 2.3036 0.4208 -2.6005
Si 1.4525 0.9472 -1.5342
H -2.4941 -0.9133 -1.1634
N 1.5716 0.0526 -0.1481
H 0.9647 0.8264 2.3114